DFT (wB97M-V/def2-TZVPD) results for a structure of composition C8H4AsN2O5ReS4.

Summary:
- HOMO energy: -14.62 eV
- E_LUMO: -8.85 eV
- Charge: +2
- DFT total energy: -127869.35331 eV
- Relative energy (zero: lowest compared OMol25 entry of this formula, charge and spin): 11.64 kcal/mol

Cartesian coordinates (Å):
Re1 -0.175 -2.769 -0.243
S1 -1.406 -7.000 2.193
As1 -0.686 -4.997 2.618
S2 0.682 -4.562 0.639
S3 -1.519 -2.067 1.173
S4 0.325 -6.740 3.411
O1 -2.677 -3.809 -3.439
C1 -1.907 -3.516 -2.648
N1 -1.066 -3.187 -1.822
O2 3.363 0.619 -1.624
C2 2.629 1.309 -1.138
O3 1.040 -1.638 -0.538
C3 1.691 2.159 -0.551
C4 2.130 3.358 0.050
C5 1.185 4.188 0.616
C6 -0.161 3.828 0.600
C7 -0.547 2.634 0.008
C8 0.339 1.783 -0.596
N2 -1.971 2.218 0.047
O4 -2.762 3.017 0.472
O5 -2.211 1.098 -0.361
H1 3.180 3.616 0.061
H2 1.492 5.116 1.076
H3 -0.919 4.460 1.046
H4 -0.048 0.882 -1.054